Entry 1:
Here is a cluster of 2 separate species, C2H4NO2 in total at a distorted geometry from the Open Molecules 2025 dataset. Energies are from wB97M-V/def2-TZVPD.

```
9
Properties=species:S:1:pos:R:3:forces:R:3:mulliken_charge:R:1
H 0.51161 1.01261 0.11956 -0.781 -0.403 -0.323 0.2762
C -0.16294 -0.94730 -0.38996 1.567 -2.456 -1.761 -0.4354
N 1.90655 1.74405 2.08012 1.106 -0.188 0.760 0.1584
O 2.69075 1.62744 1.10987 -0.377 0.082 -0.173 -0.5570
C -0.33141 0.32466 -0.07446 -2.104 0.499 -0.369 -0.4554
H -0.92396 -1.77885 -0.59916 0.667 1.664 0.528 0.2075
O 0.70731 1.88154 1.82805 -0.461 0.595 0.020 -0.5220
H 0.89962 -1.33437 -0.70514 -1.846 0.818 1.084 0.1720
H -1.43042 0.72529 -0.00009 2.229 -0.610 0.234 0.1556
```
Forces are in eV/Å.

Properties
Total energy, eV: -7721.1905
LUMO level, eV: 4.34
ΔE to the lowest compared entry with this formula, charge and spin, eV: 4.422
Net charge: -1
Highest occupied orbital energy, eV: -2.914

---

Entry 2:
Here is the ion C2H4NO2 with charge -1 at a distorted geometry from the Open Molecules 2025 dataset. Energies are from wB97M-V/def2-TZVPD.

```
9
Properties=species:S:1:pos:R:3:forces:R:3:mulliken_charge:R:1
H -1.38011 -0.56615 -0.26873 0.264 -0.081 -0.329 0.1181
O 2.42000 -0.57360 -0.46798 -0.245 0.300 -0.599 -0.5417
O -1.74107 1.28590 0.51340 0.172 0.183 -0.041 -0.8367
H 0.52489 1.30402 -0.41629 -0.199 0.428 0.892 0.2156
C 1.20610 -0.47568 -0.47938 -0.649 -0.783 0.966 0.0824
H 0.53995 -1.22655 -0.95639 0.379 -0.484 -0.104 0.1943
C -1.01013 0.19799 0.47703 -0.965 -0.429 0.039 -0.2184
H -1.00356 -0.41398 1.42970 0.340 0.325 -0.063 0.1594
N 0.44393 0.46806 0.16865 0.902 0.542 -0.761 -0.1729
```
Forces are in eV/Å.

Properties
Structure (SMILES): O=CNC[O-]
Total energy, eV: -7723.5777
LUMO level, eV: 4.27
ΔE to the lowest compared entry with this formula, charge and spin, eV: 2.035
Net charge: -1
Highest occupied orbital energy, eV: -2.738

---

Entry 3:
Here is a cluster of 2 separate species, C2H4NO2 in total at a distorted geometry from the Open Molecules 2025 dataset. Energies are from wB97M-V/def2-TZVPD.

```
9
Properties=species:S:1:pos:R:3:forces:R:3:mulliken_charge:R:1
H -0.97932 -0.61571 -0.35318 -0.002 0.645 0.935 0.3780
H -0.79594 1.08393 0.23015 -0.206 -2.201 0.566 0.4041
N -0.34710 0.11761 0.03325 -0.483 1.729 -1.565 -0.2497
C 1.41486 1.70951 -1.02573 2.422 -2.015 0.155 0.8296
O 0.17576 2.04927 -1.32883 -1.145 1.169 -0.169 -0.2865
O 2.54263 2.01309 -0.85739 -1.574 0.553 -0.114 -0.3485
H 0.49193 -0.17557 -3.06532 -0.326 0.875 2.835 0.3381
C 0.41365 0.64077 -1.17111 1.460 -0.897 -2.063 -0.4435
H 0.21516 -0.22095 0.83652 -0.145 0.142 -0.579 0.3783
```
Forces are in eV/Å.

Properties
Total energy, eV: -7710.0366
LUMO level (alpha / beta), eV: -5.99 / -6.84
ΔE to the lowest compared entry with this formula, charge and spin, eV: 5.920
Net charge: +1
Highest occupied orbital energy (alpha / beta), eV: -15.475 / -15.439

---

Entry 4:
Here is a cluster of 2 separate species, C2H4NO2 in total at a distorted geometry from the Open Molecules 2025 dataset. Energies are from wB97M-V/def2-TZVPD.

```
9
Properties=species:S:1:pos:R:3:forces:R:3:mulliken_charge:R:1
C 0.92082 -0.05474 1.30097 -0.096 0.959 -1.271 0.5891
N -0.36272 0.20587 -1.27607 1.269 -3.002 4.036 -0.5894
O 0.09762 -1.18483 1.19496 -0.139 0.269 -0.243 -0.2454
H -1.28633 0.07161 -1.62861 -0.673 0.795 -0.705 0.3089
C -0.37724 0.05913 0.80333 -1.375 0.134 -1.160 0.1502
H -1.34699 0.46424 1.08598 0.044 -0.184 -0.380 0.3690
H 0.32462 0.83303 -1.66321 -0.347 0.552 -0.367 0.3129
O 1.98918 0.35914 1.39643 1.425 -0.382 0.897 -0.2646
H 0.04104 -0.75345 -1.21380 -0.110 0.859 -0.808 0.3695
```
Forces are in eV/Å.

Properties
Total energy, eV: -7712.9039
LUMO level, eV: -6.44
ΔE to the lowest compared entry with this formula, charge and spin, eV: 3.052
Net charge: +1
Highest occupied orbital energy, eV: -16.721

---

Entry 5:
Here is a cluster of 2 separate species, C2H4NO2 in total at a distorted geometry from the Open Molecules 2025 dataset. Energies are from wB97M-V/def2-TZVPD.

```
9
Properties=species:S:1:pos:R:3:forces:R:3:mulliken_charge:R:1
C -0.31808 0.45123 1.02765 0.411 2.414 -4.165 -0.9112
H 0.63996 0.87124 0.80544 0.739 0.218 0.582 0.3752
O -0.16295 -0.43360 -1.25539 -2.316 0.155 -0.119 -0.0773
H -1.86856 0.11517 -0.39443 -1.928 -0.245 -0.894 0.4449
N 1.75156 -0.50469 -0.99012 -0.147 1.989 3.034 0.2371
H -1.03676 1.04917 1.48274 -1.079 1.461 0.561 0.3831
O 2.18053 -1.11681 -1.80605 2.089 -2.216 -2.935 -0.1631
C -0.82170 -0.01111 -0.34867 1.631 0.800 1.118 0.3314
H -0.36398 -0.42058 1.47883 0.600 -4.574 2.817 0.3799
```
Forces are in eV/Å.

Properties
Total energy, eV: -7709.8398
LUMO level (alpha / beta), eV: -6.28 / -9.94
⟨S²⟩: 2.009
2S+1: 3
ΔE to the lowest compared entry with this formula, charge and spin, eV: 2.813
Net charge: +1
Highest occupied orbital energy (alpha / beta), eV: -13.067 / -19.928

---

Entry 6:
Here is the ion C2H4NO3 with charge +1 at a distorted geometry from the Open Molecules 2025 dataset. Energies are from wB97M-V/def2-TZVPD.

```
10
Properties=species:S:1:pos:R:3:forces:R:3:mulliken_charge:R:1
H -1.65058 -0.03270 0.53571 1.509 0.756 0.545 0.3807
C -0.12865 -0.11826 -1.06140 -3.428 3.766 0.497 -0.3178
H -0.32853 -1.11818 -1.04335 0.462 -3.033 -0.603 0.3959
O 1.89488 -0.17671 -0.22608 0.184 -0.873 0.526 -0.2380
O 1.09627 0.41283 -1.05109 2.269 1.084 -1.766 0.0379
H -0.36540 1.38876 0.66527 -0.291 -0.491 -0.265 0.3418
C -0.54477 0.30376 0.46676 -4.954 0.831 -2.146 -0.3426
H -0.82909 0.42939 -1.81758 1.520 -0.868 1.410 0.3549
N 0.28352 -0.33430 1.25684 3.476 -1.092 1.693 0.5682
O 0.57236 -0.75460 2.27491 -0.748 -0.081 0.110 -0.1811
```
Forces are in eV/Å.

Properties
Total energy, eV: -9754.3529
LUMO level (alpha / beta), eV: -7.35 / -7.70
ΔE to the lowest compared entry with this formula, charge and spin, eV: 4.194
Net charge: +1
Highest occupied orbital energy (alpha / beta), eV: -15.962 / -15.520

---

Entry 7:
Here is the ion C2H4NO3 with charge +1 at a distorted geometry from the Open Molecules 2025 dataset. Energies are from wB97M-V/def2-TZVPD.

```
10
Properties=species:S:1:pos:R:3:forces:R:3:mulliken_charge:R:1
H -3.40470 1.07707 0.37740 -0.764 0.163 0.276 0.4976
O 1.48689 0.22939 0.52828 -5.596 -4.266 10.414 -0.2555
O -0.54692 -0.38371 -0.66350 2.337 -0.763 -2.309 -0.1985
N -1.55677 0.09127 -0.20046 -3.144 1.342 1.428 0.3884
H 1.01436 -1.58930 -0.36681 -0.336 0.511 0.960 0.2609
C -2.58381 0.46213 0.12420 1.083 0.029 -0.250 -0.1390
O 1.99713 0.60357 -0.73246 7.880 5.594 -11.498 -0.2152
H 0.13896 -0.91594 1.28794 -0.034 -0.895 -1.766 0.3693
C 0.57100 -0.76221 0.24095 0.768 -0.592 3.519 -0.0733
H 2.88385 1.18774 -0.59553 -2.193 -1.123 -0.775 0.3653
```
Forces are in eV/Å.

Properties
Total energy, eV: -9751.7084
LUMO level (alpha / beta), eV: -4.46 / -6.36
⟨S²⟩: 2.009
2S+1: 3
ΔE to the lowest compared entry with this formula, charge and spin, eV: 5.041
Net charge: +1
Highest occupied orbital energy (alpha / beta), eV: -9.923 / -16.867

---

Entry 8:
Here is the ion C2H4NO3S2 with charge -1 at a distorted geometry from the Open Molecules 2025 dataset. Energies are from wB97M-V/def2-TZVPD.

```
12
Properties=species:S:1:pos:R:3:forces:R:3:mulliken_charge:R:1
O 0.28985 1.09983 0.29520 1.039 -0.463 -1.234 -0.6000
O -0.36482 2.33432 -2.05398 0.599 1.383 -0.244 -0.5219
H 2.12752 -0.39253 -0.09784 0.525 -0.043 -0.889 0.3017
C -0.64349 -0.71780 1.36328 -0.627 -1.339 -0.705 -0.2251
S -2.02729 0.30839 1.71347 -0.676 0.150 -0.172 -0.3188
N 1.44136 -1.01377 0.26788 -0.968 0.451 0.774 -0.6380
O 0.64450 0.06601 -2.19439 -0.999 1.604 0.615 -0.5752
H -0.63533 -1.83653 1.43293 -0.410 1.225 0.516 0.3054
H -1.93292 1.12783 0.60773 -0.098 -0.638 0.791 0.1050
C 0.30766 -0.19936 0.58615 1.067 0.182 1.617 0.3109
S -0.36348 0.98547 -1.57548 0.117 -2.736 -0.681 0.5861
H 1.15645 -1.76186 -0.34494 0.431 0.224 -0.389 0.2699
```
Forces are in eV/Å.

Properties
Total energy, eV: -31442.6131
LUMO level, eV: 3.45
ΔE to the lowest compared entry with this formula, charge and spin, eV: 0.530
Net charge: -1
Highest occupied orbital energy, eV: -3.615

---

Entry 9:
Here is a cluster of 2 separate species, C2H4NO3S2 in total at a distorted geometry from the Open Molecules 2025 dataset. Energies are from wB97M-V/def2-TZVPD.

```
12
Properties=species:S:1:pos:R:3:forces:R:3:mulliken_charge:R:1
O 1.81938 0.98175 -1.92914 2.490 1.235 0.053 -0.4998
N -1.57745 0.71760 0.12872 0.702 -0.908 1.502 -0.5347
H 0.89467 -2.08834 1.96783 0.332 1.068 -0.578 0.1151
S 0.80749 -0.00896 -1.80904 -2.042 -0.486 -0.381 0.6861
C 0.72990 0.19831 0.88976 1.394 -1.023 -1.851 -0.5178
C -0.64865 -0.21231 0.71742 0.263 2.644 0.024 0.3237
H -2.45511 0.21609 0.18049 -0.125 0.400 -0.701 0.2602
O -1.09041 -1.24652 1.21134 -0.476 -0.697 -0.010 -0.7060
H -1.29628 1.14701 -0.74204 -0.361 -0.248 -0.064 0.3196
H 1.45452 0.95474 0.39309 -2.136 -0.890 1.213 0.4074
O -0.42160 0.52100 -2.42774 0.054 -0.962 0.409 -0.5777
S 1.78354 -1.18038 1.41931 -0.096 -0.134 0.382 -0.2761
```
Forces are in eV/Å.

Properties
Total energy, eV: -31442.2308
LUMO level (alpha / beta), eV: 3.40 / 3.40
ΔE to the lowest compared entry with this formula, charge and spin, eV: 0.912
Net charge: -1
Highest occupied orbital energy (alpha / beta), eV: -3.020 / -3.021

---

Entry 10:
Here is the ion C2H4NO4 with charge -1 at a distorted geometry from the Open Molecules 2025 dataset. Energies are from wB97M-V/def2-TZVPD.

```
11
Properties=species:S:1:pos:R:3:forces:R:3:mulliken_charge:R:1
N -1.58355 0.23142 -0.65071 0.052 -0.827 -1.118 -0.5291
C 0.06546 -1.07957 0.45796 0.456 -4.314 1.172 -0.2250
C 1.24767 0.57218 -0.66172 -3.198 1.268 3.058 0.1043
O 1.20067 -0.71546 -0.36654 0.344 0.176 -0.833 -0.3461
H -0.79104 1.56495 0.33014 3.363 1.879 -0.044 0.3580
H 0.00870 -0.63296 1.43352 0.697 1.120 0.209 0.3405
O -1.56135 1.09042 0.42162 -3.626 -1.215 1.121 -0.3705
H 0.43736 -2.16589 0.60940 -1.100 1.191 0.253 0.1838
O 0.98369 1.42970 0.18660 1.694 -0.028 -0.441 -0.6680
H 1.15840 0.83236 -1.66215 0.852 0.189 -2.423 0.4440
O -1.16601 -1.12715 -0.09811 0.465 0.561 -0.953 -0.2920
```
Forces are in eV/Å.

Properties
Structure (SMILES): O=COCO[N-]O
Total energy, eV: -11814.7288
LUMO level, eV: 4.07
ΔE to the lowest compared entry with this formula, charge and spin, eV: 7.721
Net charge: -1
Highest occupied orbital energy, eV: -1.829

---

Entry 11:
Here is the ion C2H4NO4S with charge -1 at a distorted geometry from the Open Molecules 2025 dataset. Energies are from wB97M-V/def2-TZVPD.

```
12
Properties=species:S:1:pos:R:3:forces:R:3:mulliken_charge:R:1
O 3.02089 2.08716 0.02168 0.347 0.416 0.056 -0.4831
S 0.83855 -1.23375 0.10252 -1.840 0.038 0.883 0.5503
N 2.35006 1.15036 0.38507 -0.334 -0.914 -0.498 0.1816
O 0.55837 -1.69236 -1.25047 0.289 -0.146 -0.537 -0.5678
H -2.78351 0.35310 -0.04562 1.900 0.031 0.700 0.2895
H -0.25973 0.14866 1.65157 -0.977 1.013 -1.151 0.3651
O -0.68251 -1.69069 1.04821 -0.356 0.176 -0.920 -0.5594
O 2.34567 0.14662 -0.44254 0.201 0.946 0.003 -0.4075
H -1.75661 -0.55441 -1.11704 0.728 1.779 1.148 0.2467
H -1.34307 1.31088 -0.76029 -0.396 -2.162 0.936 0.2256
C -0.63139 -0.30354 0.69632 1.187 -0.732 1.476 0.1441
C -1.65672 0.27797 -0.28941 -0.747 -0.445 -2.098 -0.9850
```
Forces are in eV/Å.

Properties
Total energy, eV: -22650.8834
LUMO level, eV: 3.95
ΔE to the lowest compared entry with this formula, charge and spin, eV: 5.018
Net charge: -1
Highest occupied orbital energy, eV: -4.786

---

Entry 12:
Here is a cluster of 2 separate species, C2H4NOP in total at a distorted geometry from the Open Molecules 2025 dataset. Energies are from wB97M-V/def2-TZVPD.

```
9
Properties=species:S:1:pos:R:3:forces:R:3:mulliken_charge:R:1
H -1.81197 -0.89032 -0.40762 -1.491 0.230 2.654 0.2521
H 0.66802 3.21894 2.79754 0.231 0.015 -0.489 0.0504
P 0.80723 2.63264 1.43354 0.793 0.818 -0.605 0.3614
O 1.75106 3.52266 0.67198 -1.031 -0.841 1.081 -0.4133
H 0.48656 -3.09499 -0.55994 0.094 1.468 0.376 0.2486
N 0.39339 -0.81945 -0.52483 0.286 -0.280 -0.626 -0.3641
C -1.02337 -1.28056 -0.93294 0.619 0.352 -0.186 -0.4780
H -1.39119 -1.25524 -1.89790 0.354 0.226 -2.668 0.2148
C 0.12027 -2.03367 -0.57983 0.145 -1.988 0.462 0.1281
```
Forces are in eV/Å.

Properties
Structure (SMILES): C1=NC1.O=P
Total energy, eV: -14961.2264
LUMO level, eV: -0.91
ΔE to the lowest compared entry with this formula, charge and spin, eV: 3.419
Highest occupied orbital energy, eV: -9.567